Arrangement a

Below is C5H12N2O in the gas phase, with properties calculated with ωB97M-V/def2-TZVPD.

Last column: natural (NBO) charge in e.
Cartesian coordinates (Å):
C1 0.94511 1.71897 -0.22017  -0.626
C2 0.76428 0.20322 0.08166  -0.040
C3 0.43777 -0.06229 1.55174  -0.223
N1 1.52929 0.29532 2.43466  -0.876
N2 -0.27840 -0.39127 -0.75529  -0.441
C4 0.12726 -1.27553 -1.81876  -0.412
C5 -1.57326 -0.03998 -0.63760  0.524
O1 -2.49860 -0.56544 -1.23145  -0.626
H1 0.86857 2.27522 0.71291  0.203
H2 0.16037 2.06001 -0.87920  0.218
H3 1.93648 1.88889 -0.64714  0.221
H4 1.68030 -0.33914 -0.15571  0.209
H5 -0.47333 0.45070 1.84414  0.179
H6 0.17586 -1.11966 1.64032  0.199
H7 1.91866 -0.42445 3.01453  0.384
H8 1.42268 1.21807 2.81514  0.372
H9 0.56483 -2.19549 -1.43314  0.192
H10 -0.71228 -1.47827 -2.46522  0.243
H11 0.92484 -0.80826 -2.40362  0.190
H12 -1.75474 0.80397 0.04332  0.111

Results
spin multiplicity: 1
frontier orbital gap: 9.84 eV
HOMO: -8.992 eV

=====

Arrangement b

Below is a molecular structure, C5H12N2O, with properties calculated with ωB97M-V/def2-TZVPD.

Last column: natural (NBO) charge in e.
Cartesian coordinates (Å):
O1 0.03523 -0.05736 2.15130  -0.596
C1 0.09826 -0.12014 0.91755  0.694
N1 -1.13635 -0.05734 0.16205  -0.477
C2 -1.39663 0.39785 -1.19942  -0.412
C3 -2.44250 -0.35997 0.83404  -0.420
C4 1.47766 -0.23089 0.13423  -0.377
C5 2.28680 1.02941 0.34826  -0.613
N2 1.85011 -1.32217 -1.21489  -0.759
H1 -1.97481 1.36705 -1.23964  0.212
H2 -1.77941 -0.44947 -1.84477  0.206
H3 -0.37027 0.46773 -1.64573  0.197
H4 -2.17901 -0.89990 1.75813  0.234
H5 -3.03049 0.60651 1.17223  0.198
H6 -3.01087 -0.97168 0.05415  0.201
H7 1.07631 -0.38171 -1.02663  0.379
H8 3.03587 1.19700 -0.32370  0.236
H9 2.41584 1.25611 1.38095  0.246
H10 1.65377 1.82194 -0.00233  0.201
H11 1.36810 -2.14298 -0.98082  0.320
H12 2.02238 -1.15000 0.56505  0.329

Results
spin multiplicity: 1
frontier orbital gap: 9.48 eV
HOMO: -8.846 eV

=====

How do the structures above rank in stability at the extremes? arrangement a comes first and arrangement b comes last.